A cluster of 21 separate species, C20H56BrF3N4O22S2 in total at a distorted geometry, computed with ωB97M-V with the def2-TZVPD basis set.

Geometry as XYZ:
```
108
Properties=species:S:1:pos:R:3:forces:R:3
O 4.866 -0.449 0.828 -1.320 -0.933 -0.591
N -4.144 -3.401 -1.068 0.652 1.936 1.464
F 5.408 7.190 -1.495 -3.696 -0.593 1.793
O 2.431 0.479 3.237 0.043 2.023 1.538
O 2.538 0.561 -3.552 -0.879 0.335 -1.573
O 4.202 5.429 -0.722 0.001 3.124 -0.341
H 2.596 1.402 2.857 -0.148 -1.886 0.930
N -1.656 -0.538 1.138 0.731 -0.181 -0.962
C 3.481 3.303 -0.173 -2.426 -1.102 -0.317
H -4.362 -2.103 3.081 -1.619 0.094 1.051
O 0.270 -5.629 0.695 -1.181 -1.078 -0.983
H -1.330 -0.408 -1.021 0.347 -0.249 1.033
C 0.515 0.194 0.012 0.966 -0.920 0.143
H -0.070 2.195 -2.317 0.692 -0.185 -1.836
O -0.007 -4.083 -1.659 0.809 1.735 -0.843
H 0.035 -4.125 1.868 0.579 0.919 0.734
H 5.163 0.931 -1.812 -1.442 -1.716 -0.183
H -1.835 -3.379 -3.866 -0.822 1.392 1.465
H 2.655 0.655 -4.553 -0.440 -0.142 2.294
H 5.289 6.574 -4.368 1.955 1.092 0.454
H 2.664 6.888 3.159 -0.583 0.261 -2.202
H 1.627 0.926 -3.306 1.606 -0.317 -0.873
H 4.142 -1.042 1.214 1.259 1.055 -0.926
O 0.259 -3.297 2.404 -1.633 -1.545 1.237
H -0.240 4.280 0.013 -0.331 0.002 0.210
O -3.370 0.185 -2.170 0.105 1.825 -1.052
O 6.072 1.880 1.514 1.920 -0.667 -0.409
H -3.369 -1.433 -0.936 -0.300 -0.987 0.177
H -1.442 -7.482 3.952 1.888 0.037 -1.172
H -2.148 -5.153 2.266 -0.048 0.320 0.010
C 3.102 4.635 -0.382 -1.015 -0.927 0.440
H 4.459 2.880 -0.252 0.838 0.631 -0.007
C 1.142 2.610 0.198 1.794 0.180 -1.459
H 2.856 1.289 0.084 0.222 -0.822 0.109
O -5.329 -2.216 3.355 0.885 0.100 1.405
O -2.719 -1.512 2.882 1.382 -0.581 -0.834
H 1.011 0.204 -0.967 -0.271 -0.394 -0.196
H 1.741 8.233 -5.097 2.000 0.164 1.153
H 0.089 8.422 -0.945 1.753 1.213 0.894
C -1.535 0.779 1.873 0.350 -0.712 0.929
H -3.271 -4.127 3.179 -0.209 -0.302 -0.025
O -2.051 -2.776 -3.082 -0.812 -0.042 -2.051
C -3.044 -2.600 0.839 0.515 -1.262 -1.953
H -2.105 -0.835 4.740 -1.512 -0.465 1.586
H -3.786 1.056 -1.866 0.913 -1.806 -0.922
C -4.143 -4.319 -0.134 1.032 -1.116 1.633
H 5.882 0.950 1.161 0.195 1.195 0.927
H 1.462 -2.265 1.972 1.744 0.480 0.248
F 3.460 6.730 -2.412 -0.072 0.732 2.015
C -2.288 -1.616 1.715 -2.646 2.312 0.208
H 0.874 -3.602 -1.784 -2.030 -0.837 0.119
H 2.672 8.008 -3.767 -0.336 0.792 -2.147
H 0.156 -7.142 3.823 -1.920 -0.774 -0.862
C 1.726 5.004 -0.248 1.650 -3.331 0.155
O -2.696 -0.824 5.561 0.907 -1.587 -0.358
H -5.808 -3.398 -2.510 -0.727 -0.773 -1.579
H -0.739 -3.509 -2.058 1.329 -0.848 0.772
H 2.425 0.549 4.246 0.121 0.193 -2.222
C 2.498 2.284 0.024 0.581 2.626 0.319
H 2.483 -1.155 2.614 -0.465 -1.321 -1.454
H -2.491 1.082 2.332 0.092 -0.562 -0.362
H 3.811 0.240 -2.428 1.146 0.108 0.792
H -6.780 -4.455 -3.300 1.306 1.886 0.069
O 0.887 8.999 -0.713 -0.926 -1.471 1.118
O 4.581 0.104 -1.787 0.408 1.741 -0.866
S -4.195 -6.236 2.500 -0.868 -0.156 -0.538
O 0.286 1.987 -3.241 -1.990 1.530 0.526
O -0.648 -7.500 3.324 -0.018 0.809 1.895
C 4.063 6.757 -1.173 2.395 -2.254 -1.050
O -6.192 -3.639 -3.415 -0.478 -1.088 1.508
O 2.674 8.345 -4.721 -1.705 -0.884 0.908
S -5.038 -8.156 0.248 -0.341 -0.664 -0.669
C -3.173 -4.756 2.290 1.003 0.178 -0.569
C -4.994 -6.294 -1.569 0.032 -1.487 1.795
H 3.043 7.074 1.576 -1.462 -0.284 1.852
C -0.791 -0.723 -0.082 0.558 1.167 -0.092
F 3.427 7.557 -0.260 1.308 -0.818 -2.159
O 6.130 7.129 -4.268 -0.344 -1.760 0.938
C -4.632 -5.705 -0.289 0.053 -0.497 0.473
H 0.338 -5.430 -0.295 -0.586 -0.256 1.810
H -0.172 2.602 -3.901 0.990 -1.237 1.626
H -0.517 -1.798 -0.203 -0.077 0.887 0.294
H 7.073 1.976 1.624 -2.247 -0.439 -0.324
N 0.243 1.579 0.294 -3.605 1.892 1.634
H -5.391 -2.082 4.356 0.504 -0.143 -2.291
C -1.030 1.978 1.038 0.087 -2.481 -2.267
C -5.263 -7.656 -1.423 0.538 1.671 0.230
O 2.397 -1.883 1.916 -0.583 0.874 0.939
H 1.347 -0.172 0.674 -1.205 -0.313 -0.120
H 1.161 8.789 0.238 -0.889 0.205 -1.951
O 2.276 6.990 2.230 1.965 0.052 0.522
C 0.791 3.978 0.024 0.776 0.120 -0.041
H 0.023 -3.476 3.372 0.517 0.245 -2.227
H 4.709 -0.368 -0.168 -0.090 -0.409 1.466
H -2.799 -1.776 5.888 0.463 2.059 -1.026
C -3.412 -3.914 1.060 -1.096 -0.067 -0.203
H 1.346 5.955 -0.399 -0.349 1.802 -0.256
C -4.628 -6.603 0.816 0.242 1.687 -2.148
H -0.852 0.603 2.752 -0.353 0.340 -0.895
H -2.910 -2.284 -3.290 1.702 -1.412 0.344
H -0.405 -6.372 0.821 1.486 1.487 -0.433
H -5.008 -5.729 -2.488 0.006 -0.114 -0.051
N -3.478 -2.346 -0.463 0.276 0.710 0.056
Br -5.690 -8.840 -2.853 0.115 0.384 0.831
H -0.871 2.788 1.712 0.473 0.535 0.505
H -1.786 2.346 0.275 0.481 -0.600 0.897
H -2.923 0.344 -3.063 -1.021 -0.045 1.952
H 6.704 6.705 -3.551 -1.573 0.701 -1.557
```
Positions in Å, forces in eV/Å.

Computed properties:
DFT total energy = -6339.89741 hartree
HOMO energy = -7.92 eV
Orbital gap = 7.027 eV